Computed, not measured: an isolated molecule of C3H3NO2, with ωB97M-V with the def2-TZVPD basis set.

Properties
E_tot, eV: -8742.317
Spin multiplicity: 1
Lowest unoccupied orbital energy, eV: 0.03
Gap between HOMO and LUMO, eV: 11.0
HOMO level, Ha: -0.4024

Geometry as XYZ:
```
9
Properties=species:S:1:pos:R:3:lowdin_charge:R:1
N 2.716 -0.362 0.485 0.150
C 1.636 -0.364 0.123 -0.164
C 0.247 0.059 -0.342 -0.302
O 0.146 1.469 -0.273 -0.075
C -1.220 -0.600 0.198 -0.168
O -1.910 -0.011 0.955 0.082
H 0.286 -0.225 -1.494 0.164
H -0.527 1.779 0.462 0.156
H -1.375 -1.744 -0.113 0.157
```

---

Computed, not measured: the ion C4H6N5O4 with charge -1, with ωB97M-V with the def2-TZVPD basis set.

Properties
E_tot, eV: -19880.413
Spin multiplicity: 1
Lowest unoccupied orbital energy (spin up / spin down), eV: 2.90 / 2.90
Gap between HOMO and LUMO (spin up / spin down), eV: 7.4 / 7.4
Charge: -1
HOMO level (spin up / spin down), Ha: -0.1667 / -0.1667

Geometry as XYZ:
```
19
Properties=species:S:1:pos:R:3:lowdin_charge:R:1
C 3.055 0.028 -0.639 -0.657
C 2.188 0.181 1.804 0.003
C -1.402 -0.554 -0.281 -0.148
C 1.918 -0.204 0.511 -0.178
N -1.332 0.546 -1.005 -0.214
N -0.330 -1.182 0.399 0.075
N -0.322 1.344 -1.206 -0.048
N 0.976 -0.757 -0.093 0.071
N 1.601 -0.352 2.982 -0.392
O 2.767 -0.491 -1.691 -0.005
O 2.252 -0.175 4.061 -0.046
O 3.968 0.824 -0.378 -0.021
O 0.524 -0.987 2.941 -0.053
H 3.120 0.743 1.981 0.121
H -2.422 -1.008 -0.299 0.116
H -2.251 0.602 -1.564 0.159
H -0.304 -1.152 1.398 0.056
H -0.185 1.712 -2.259 0.083
H 1.273 -0.794 -1.027 0.077
```

---

Computed, not measured: a cluster of 14 separate species, C3H36NO14S2 in total, with ωB97M-V with the def2-TZVPD basis set.

Properties
E_tot, eV: -55516.138
Spin multiplicity: 1
Lowest unoccupied orbital energy, eV: -2.48
Gap between HOMO and LUMO, eV: 9.0
Charge: +1
HOMO level, Ha: -0.4224

Geometry as XYZ:
```
56
Properties=species:S:1:pos:R:3:lowdin_charge:R:1
N -0.426 1.858 1.333 0.188
C 0.723 0.906 0.940 -0.339
C 0.120 -0.313 0.326 -0.223
O -0.520 0.125 -0.853 -0.096
C 1.605 0.563 2.114 -0.514
S 3.055 1.569 2.359 0.421
S 4.083 2.037 0.723 0.323
H -0.962 2.046 0.412 0.146
H -0.002 2.691 1.771 0.170
H -1.108 1.372 1.985 0.101
H 1.348 1.462 0.184 0.117
H -0.642 -0.738 1.008 0.119
H 0.887 -1.105 0.162 0.100
H 0.067 -0.005 -1.632 0.060
H 1.003 0.557 3.026 0.092
H 2.034 -0.447 2.040 0.079
H 3.359 3.257 0.490 -0.120
H 2.737 -2.134 -1.183 0.040
H 2.926 -3.694 -1.222 0.039
O 2.632 -2.984 -0.649 -0.085
H 2.781 2.736 -2.470 0.040
H 1.197 2.422 -2.208 0.009
O 2.122 2.063 -2.319 -0.091
H -1.228 -3.407 -1.238 0.049
H -1.479 -4.543 -2.264 0.066
O -1.862 -3.755 -1.871 -0.039
H -3.119 -2.458 -1.638 0.008
H -3.966 -2.855 -0.400 0.065
O -3.747 -2.118 -0.988 -0.063
H -4.375 -1.762 2.458 0.045
H -3.578 -2.997 2.899 0.055
O -3.505 -2.048 2.812 -0.062
H 1.433 -0.826 -2.710 0.045
H 2.531 -0.034 -2.102 0.058
O 1.831 -0.628 -1.803 -0.106
H -5.543 -0.801 0.401 0.065
H -4.062 -0.867 0.262 -0.003
O -4.736 -0.596 0.898 -0.071
H 1.377 -2.786 1.054 -0.001
H 0.726 -3.643 2.052 0.075
O 0.478 -2.964 1.374 -0.084
H -3.840 2.018 1.167 0.053
H -3.124 3.284 1.505 0.059
O -2.969 2.340 1.430 -0.041
H -0.130 -0.176 -4.069 0.023
H 0.704 -1.514 -4.630 0.057
O 0.766 -0.625 -4.280 -0.076
H -2.204 -0.776 2.543 0.024
H -1.803 -0.345 3.928 0.065
O -1.820 -0.011 3.027 -0.067
H -1.494 0.152 -2.586 0.045
H -2.196 0.156 -3.926 0.108
O -1.413 0.533 -3.478 -0.024
H -0.998 2.382 -2.039 0.056
H -0.688 3.787 -2.208 0.085
O -0.322 3.030 -1.732 -0.045
```

---

Computed, not measured: a cluster of 2 separate species, C5H11P in total, with ωB97M-V with the def2-TZVPD basis set.

Properties
E_tot, eV: -14646.175
Spin multiplicity: 1
Lowest unoccupied orbital energy (spin up / spin down), eV: -0.39 / 0.11
Gap between HOMO and LUMO (spin up / spin down), eV: 8.4 / 7.5
HOMO level (spin up / spin down), Ha: -0.3218 / -0.2728

Geometry as XYZ:
```
17
Properties=species:S:1:pos:R:3:lowdin_charge:R:1
C 1.994 1.997 -0.563 -0.099
C 1.434 -1.323 -0.871 -0.183
C 0.860 1.494 -1.006 -0.405
C -1.616 -1.226 2.552 0.039
C -1.466 -0.182 -0.808 -0.279
P 0.332 -0.034 -0.273 0.846
H 2.490 2.868 -1.083 0.073
H 2.469 1.710 0.395 0.061
H 1.485 -2.186 -0.230 -0.015
H 2.323 -0.865 -1.025 -0.067
H 0.349 2.084 -1.722 0.056
H -0.756 -0.689 2.057 -0.062
H -2.406 -0.687 2.956 -0.059
H -1.941 -2.295 2.180 0.032
H -1.785 -0.449 -1.777 0.008
H -1.849 -1.005 -0.072 0.037
H -1.915 0.786 -0.709 0.019
```

---

Computed, not measured: an isolated molecule of C9H20O, with ωB97M-V with the def2-TZVPD basis set.

Properties
E_tot, eV: -11703.701
Spin multiplicity: 1
Lowest unoccupied orbital energy, eV: 0.80
Gap between HOMO and LUMO, eV: 10.2
HOMO level, Ha: -0.3451

Geometry as XYZ:
```
30
Properties=species:S:1:pos:R:3:lowdin_charge:R:1
C -0.604 1.718 -1.430 -0.064
C 0.387 1.476 -0.290 -0.354
C 1.659 2.294 -0.580 -0.067
C 0.772 -0.013 -0.075 -0.489
C 1.743 -0.157 1.092 -0.027
O 1.367 -0.589 -1.190 -0.027
C -0.676 -1.032 0.290 -0.461
C -1.545 -0.261 1.287 -0.068
C -0.198 -2.321 0.972 -0.078
C -1.573 -1.477 -0.883 -0.065
H -0.236 1.280 -2.357 0.091
H -1.590 1.316 -1.211 0.052
H -0.737 2.790 -1.576 0.080
H -0.052 1.845 0.640 0.130
H 2.248 1.807 -1.357 0.088
H 1.385 3.287 -0.934 0.074
H 2.276 2.424 0.306 0.070
H 2.646 0.400 0.858 0.080
H 2.037 -1.194 1.213 0.076
H 1.327 0.229 2.020 0.089
H 0.333 -0.804 -1.382 0.131
H -0.972 0.079 2.149 0.079
H -2.025 0.603 0.832 0.074
H -2.324 -0.913 1.687 0.086
H 0.209 -2.140 1.965 0.077
H -1.039 -3.003 1.119 0.084
H 0.552 -2.827 0.364 0.090
H -1.015 -2.124 -1.562 0.090
H -1.938 -0.635 -1.464 0.066
H -2.415 -2.059 -0.506 0.093
```

---

Computed, not measured: a cluster of 21 separate species, H42O21 in total, with ωB97M-V with the def2-TZVPD basis set.

Properties
E_tot, eV: -43674.678
Spin multiplicity: 1
Lowest unoccupied orbital energy, eV: -0.69
Gap between HOMO and LUMO, eV: 9.0
HOMO level, Ha: -0.3565

Geometry as XYZ:
```
63
Properties=species:S:1:pos:R:3:lowdin_charge:R:1
O 2.554 -1.058 4.607 -0.026
H 1.691 -0.836 4.370 0.001
H 2.843 -1.711 4.033 -0.024
O -4.452 -0.612 -2.425 0.026
H -4.013 -1.154 -2.930 -0.062
H -3.869 -0.281 -1.744 0.012
O -4.023 -1.982 0.531 -0.038
H -4.906 -1.551 0.654 0.074
H -4.010 -2.451 -0.264 0.003
O -0.780 -3.291 3.540 0.000
H -1.017 -3.282 2.667 -0.067
H -0.357 -4.097 3.775 0.025
O -4.707 0.288 3.056 -0.145
H -5.009 0.353 2.123 0.007
H -3.637 0.033 2.977 0.129
O -1.091 4.895 -1.549 -0.012
H -0.750 4.918 -2.351 -0.060
H -1.374 4.020 -1.165 0.028
O 4.603 0.397 0.742 -0.084
H 5.201 0.834 1.310 0.012
H 3.769 1.000 0.619 0.051
O 2.329 -0.502 2.356 -0.098
H 3.248 -0.692 2.248 0.017
H 1.867 0.182 1.728 0.103
O -1.387 0.049 -1.107 -0.115
H -0.552 0.514 -1.305 -0.034
H -1.331 -0.772 -1.805 0.119
O 0.255 2.106 -3.032 -0.019
H -0.050 2.722 -2.374 0.029
H 0.291 2.657 -3.819 0.079
O -0.160 3.501 2.302 -0.115
H -0.931 3.341 1.626 0.048
H 0.078 4.380 1.862 0.072
O 0.520 -2.997 -2.488 -0.072
H 1.069 -2.350 -2.834 -0.050
H 0.403 -3.762 -3.172 0.118
O -1.325 -3.195 0.706 -0.008
H -0.875 -2.683 0.012 0.041
H -2.021 -2.624 0.794 -0.047
O -2.888 3.299 -0.236 -0.135
H -2.910 4.026 0.490 0.114
H -3.604 2.569 -0.011 0.114
O 2.168 -3.960 2.285 -0.064
H 1.510 -4.667 2.123 0.051
H 1.534 -3.234 2.380 0.007
O 1.143 -1.139 -4.893 -0.075
H 0.243 -1.601 -4.652 0.097
H 1.286 -0.517 -4.198 -0.011
O 4.167 0.454 -2.786 -0.112
H 3.978 0.513 -3.797 0.083
H 5.002 0.936 -2.612 0.045
O 1.675 -1.782 -0.473 -0.050
H 2.470 -1.797 -0.956 0.031
H 2.113 -2.419 0.162 0.094
O 1.208 0.828 -0.990 -0.092
H 1.549 -0.111 -0.923 0.034
H 0.828 1.000 -1.870 -0.016
O -2.371 1.902 1.938 -0.049
H -2.640 1.575 1.040 0.046
H -1.582 1.530 2.195 0.001
O 2.825 2.814 0.596 -0.142
H 2.323 2.342 -0.122 0.005
H 1.878 3.133 1.035 0.109
```

---

For each record above, in turn, the calculated energy relative to the best compared isomer or geometry (same formula, charge and spin) values are 271.6, 129.8, 0.0, 496.7, 132.3, 1074.6 kJ/mol.
For each record above, in turn, the calculated maximum force values are 0.0750, 0.1036, 0.0539, 0.0691, 0.0905, 0.1450 Eh/bohr.